Formula: C38H114N12O11P4S7
Source: OMol25
Level of theory: ωB97M-V/def2-TZVPD

Values from the calculation:
- E_LUMO (spin up / spin down): 1.41 / 1.37 eV
- Calculated total energy: -7153.37193 a.u.
- Kohn-Sham gap (spin up / spin down): 1.26 / 7.88 eV
- F_max: 0.12351 Eh/bohr
- HOMO energy (spin up / spin down): 0.15 / -6.51 eV

```
! RIJCOSX wB97M-V def2-TZVPD def2/J DEFGRID3
* xyz -1 2
N -0.45 -0.74 0.96
N 0.28 0.76 -1.24
H -9.60 -4.90 -2.36
S 5.81 3.31 -2.51
H 1.63 2.82 -4.30
H 1.37 -1.77 6.49
H -0.68 -0.22 -2.91
C 6.64 2.55 -1.04
H -4.72 -2.49 -1.14
H -0.98 2.33 -4.98
N -5.00 -4.14 -2.65
H -6.43 0.80 -4.24
C 3.01 -1.08 9.40
O 2.80 1.10 -6.45
H 2.94 1.68 1.40
H 4.53 1.14 4.60
H 6.18 -2.13 6.51
C 4.66 4.44 2.80
O 5.89 1.78 2.60
C -5.51 1.29 -4.55
N 4.24 -1.84 5.84
C -7.99 -3.07 -2.61
S 3.19 2.56 -6.24
N -5.41 2.78 -4.26
H -6.63 4.42 -4.07
H 2.27 4.72 -6.88
H -2.88 -2.08 4.10
H -0.20 -1.22 -1.70
H 6.31 2.89 -0.06
H -2.31 1.27 -5.39
H 6.31 6.72 2.32
H 0.10 -5.08 3.46
C -1.01 6.81 -4.80
H 2.62 -1.90 10.00
C 0.45 -5.93 2.89
O -0.78 -4.02 5.32
H -8.88 -6.23 -3.16
H 3.62 1.34 -0.11
H 1.80 1.96 -2.07
H -4.15 -2.53 -3.70
H -2.11 1.79 -1.35
H 4.17 0.25 1.11
H 5.26 -1.46 2.51
H -5.34 -6.26 -5.50
C 2.69 3.01 -4.47
H -1.63 3.44 -1.93
O 6.47 4.66 -2.77
H -4.49 -4.06 -0.53
N 2.79 -1.12 8.00
S 3.96 6.13 2.37
P -4.07 3.60 -3.61
C -1.94 -0.64 0.75
H 2.90 4.04 -4.18
H -8.33 -2.53 -3.50
H 0.56 7.13 -2.02
O -6.49 -5.79 -1.00
O 2.87 6.10 1.32
C 0.16 -0.33 -2.22
H 1.13 -0.62 -2.60
S 0.21 5.69 -4.09
H 3.72 4.50 -2.12
H -3.66 -5.40 6.75
C -3.09 -3.14 4.24
H 5.75 6.26 0.75
N 2.99 0.42 5.78
O 1.59 6.21 -4.50
C -6.46 3.64 -4.80
H 6.52 1.47 -1.10
H -4.67 -3.96 -4.78
H -1.00 -2.15 2.38
C -4.34 -3.47 -1.43
C 5.25 -2.70 6.48
P 3.88 -0.54 6.81
C 0.75 2.01 -1.76
H -1.03 6.57 -5.86
H 1.44 -6.28 3.19
C 0.13 6.15 -2.24
H 0.80 -1.85 8.11
H 2.86 -5.75 1.26
C -4.84 -7.43 -3.14
H 3.61 3.01 -1.15
H 5.42 7.86 1.34
H -3.77 4.02 -6.61
H -2.51 -1.30 1.40
H -6.53 -7.45 -5.33
H 2.22 -4.82 -0.06
C 5.46 6.81 1.64
H -2.72 -3.65 3.36
C 2.14 -4.96 1.02
C -3.04 -5.33 5.85
H 4.07 -1.01 9.65
C -2.38 2.85 -1.40
S -2.23 -3.71 5.77
H -9.36 -4.81 -4.14
H 9.24 -0.04 2.52
H -1.93 1.58 -3.76
H 5.47 -3.59 5.91
C -2.82 3.89 -6.09
H -4.69 0.70 -4.15
H 2.80 -3.21 5.46
H -2.19 -6.00 6.00
H -4.74 1.77 -0.85
H -2.17 -0.86 -0.29
H -0.28 -6.68 3.19
H 4.99 -2.93 7.52
H -4.98 -8.39 -3.66
H 8.63 1.04 3.72
H -7.08 -2.66 -2.18
H 3.48 -1.75 0.27
S 6.71 0.58 2.10
C -0.13 -1.54 2.15
O 0.32 -6.95 0.43
H -0.93 6.25 -2.00
H -4.02 -6.88 -3.62
C -8.94 -5.15 -3.20
H 2.64 -0.14 9.80
H -3.53 -5.69 4.95
C -2.01 2.08 -4.73
N -7.66 -4.46 -3.01
C 6.23 -1.07 2.84
H -1.04 7.86 -4.49
P 0.51 0.56 0.42
H 3.94 -3.16 4.15
H 1.89 -2.14 -0.09
H -5.72 3.14 -1.57
H 0.97 0.88 5.78
H 8.88 1.66 2.15
N -3.03 3.15 -4.74
H 1.98 -3.07 7.60
O 5.01 0.23 7.44
H 0.74 -2.19 2.18
H -2.29 3.42 -0.48
H -6.23 4.26 -5.67
H 1.00 3.60 -6.27
O 0.37 1.86 1.08
C -4.84 -3.35 -3.89
H -5.83 -2.97 -4.17
H 1.77 0.95 7.39
C 1.69 -2.02 7.50
H -2.13 3.46 -6.81
H 5.91 -1.17 3.88
H -3.28 -3.23 -1.55
C 4.28 3.79 -1.52
H -4.66 -7.56 -2.08
H 5.50 4.51 3.48
H -6.79 -5.65 -5.19
H 2.09 2.26 6.21
H 0.19 -0.85 2.93
H 3.93 3.76 3.23
C 2.61 -1.33 -0.23
N 2.19 -0.07 0.49
C -6.20 -6.52 -4.88
C 1.89 3.70 -6.90
H 0.05 2.34 -2.53
H 3.33 0.26 3.66
H 2.71 -1.81 4.43
H 3.06 1.95 4.19
C 8.52 0.77 2.67
H 2.09 -4.00 1.52
C 3.41 -2.53 4.87
H 0.74 2.81 -1.03
S 0.38 -5.56 1.12
H -8.82 -3.01 -1.90
H 1.60 3.45 -7.92
H -4.65 3.41 -0.17
O -4.27 5.12 -3.58
H 7.70 2.81 -1.08
H 2.92 -1.06 -1.24
H 7.10 -1.69 2.65
C 3.31 0.84 0.80
H -4.18 -3.26 4.27
H 3.31 2.43 -3.79
H 5.06 3.95 1.91
H -7.40 3.17 -5.09
N -5.95 -6.56 -3.46
C -4.80 2.83 -1.08
C 3.46 0.97 4.48
H 0.37 5.35 -1.53
C 1.85 1.20 6.33
H -2.38 0.36 0.87
N -3.74 2.93 -2.06
H -1.86 6.41 -4.24
H -5.40 1.23 -5.64
P -6.24 -5.28 -2.35
H 4.66 4.45 -0.74
H -2.44 4.90 -5.94
*
```